The following is a DFT calculation (ωB97M-V with the def2-TZVPD basis set) of an isolated ion of composition C6H6N3O2 and charge -1.

Bonds (Å) are listed after each position.
Cartesian coordinates (Å):
1 C -0.501 1.880 0.708  C2 1.385, C3 1.352, H12 1.104
2 C -0.798 1.257 -0.493  C1 1.385, C6 1.695, O10 1.230
3 C 0.517 1.438 1.480  C1 1.352, C4 1.619, O11 1.287
4 C 1.294 0.260 0.687  C3 1.619, C6 1.516, H13 1.052, H14 1.091
5 C -0.768 -1.263 -0.161  C6 1.582, N9 1.426, H15 1.154, H16 1.135
6 C 0.250 -0.068 -0.361  C2 1.695, C4 1.516, C5 1.582, N7 1.464
7 N 0.885 -0.409 -1.636  C6 1.464, N8 1.233
8 N 0.441 -1.466 -2.090  N7 1.233, N9 1.327
9 N -0.563 -1.970 -1.382  C5 1.426, N8 1.327, H17 1.051
10 O -1.499 1.505 -1.473  C2 1.230
11 O 1.032 1.785 2.607  C3 1.287
12 H -1.070 2.744 1.093  C1 1.104
13 H 2.255 0.627 0.465  C4 1.052
14 H 1.486 -0.586 1.350  C4 1.091
15 H -0.678 -2.000 0.722  C5 1.154
16 H -1.762 -0.716 -0.180  C5 1.135
17 H -0.521 -3.019 -1.335  N9 1.051

The value obtained for the calculated total energy is -546.9652 Ha. Its charge is -1. The value obtained for the relative energy (zero: lowest compared OMol25 entry of this formula, charge and spin) is 2.553 eV. The HOMO energy is -4.208 eV. The lowest unoccupied orbital energy is 3.662 eV.